# C4H7NO2

C4H7NO2 in the gas phase at a distorted geometry (wB97M-V/def2-TZVPD, OMol25).

Element x y z (Å)
O -2.635 0.002 0.817
C -0.215 -0.223 0.837
C 1.225 -0.577 0.770
N 1.636 -0.241 -0.611
C 0.583 0.593 -1.210
C -0.628 0.277 -0.322
O -1.936 0.530 -0.554
H -3.449 0.453 0.597
H -0.815 -0.111 1.726
H 1.790 -0.004 1.511
H 1.398 -1.642 0.984
H 1.728 -1.093 -1.151
H 0.466 0.376 -2.273
H 0.853 1.660 -1.121

## Properties
* 2S+1: 1
* HOMO energy: -8.4054 eV
* SMILES string: OOC1=CCNC1
* Kohn-Sham gap: 8.20 eV
* energy above the lowest of the compared OMol25 structures with the same formula, charge and spin: 123.12 kcal/mol

=====

# C4H8N2O

A molecular structure, C4H8N2O (wB97M-V/def2-TZVPD, OMol25).

Element x y z (Å)
C 1.235 1.094 0.102
C 0.659 -1.545 0.300
N 0.291 2.104 0.632
C -0.891 0.422 -0.294
C 0.293 -0.089 0.292
N -1.971 -0.218 -0.779
O -0.921 1.729 -0.186
H 0.033 0.776 1.352
H -1.878 -1.147 -1.151
H -2.784 0.318 -1.035
H 1.561 1.284 -0.932
H 2.096 1.062 0.770
H 1.045 -1.879 -0.670
H 1.432 -1.742 1.044
H -0.202 -2.170 0.555

## Properties
* 2S+1: 1
* HOMO energy: -7.6611 eV
* Kohn-Sham gap: 8.32 eV
* energy above the lowest of the compared OMol25 structures with the same formula, charge and spin: 121.78 kcal/mol

=====

# C24H23N3O4S6SbSiV

A molecular structure, C24H23N3O4S6SbSiV (wB97M-V/def2-TZVPD, OMol25).

Element x y z (Å)
V 1.092 0.636 0.611
S -2.508 -3.530 2.649
Sb -0.395 -4.047 1.988
S -0.269 -4.199 -0.284
S 2.376 -1.063 1.042
O 2.545 3.218 -2.091
C 2.026 2.865 -1.056
O 1.955 1.603 -0.694
C 1.428 3.861 -0.103
C 1.104 5.106 -0.639
C 0.549 6.101 0.143
C 0.324 5.861 1.492
C 0.653 4.636 2.043
C 1.206 3.624 1.256
S 1.615 2.126 2.128
H 1.302 5.262 -1.691
H 0.286 7.055 -0.296
H -0.115 6.628 2.118
H 0.473 4.441 3.092
C 4.762 -0.338 -1.076
Si 3.320 -1.507 -0.873
C 3.867 -3.283 -0.742
C 2.131 -1.286 -2.294
C 2.616 -1.088 -3.590
C 1.748 -0.903 -4.655
C 0.375 -0.903 -4.441
C -0.126 -1.107 -3.165
C 0.755 -1.304 -2.111
H 5.402 -0.664 -1.901
H 5.368 -0.308 -0.169
H 4.405 0.670 -1.293
H 4.473 -3.552 -1.612
H 2.981 -3.923 -0.718
H 4.455 -3.462 0.160
H 3.686 -1.062 -3.772
H 2.140 -0.748 -5.652
H -0.303 -0.747 -5.271
H -1.194 -1.119 -2.986
H 0.362 -1.536 -1.128
N -5.722 -3.151 -0.230
C -4.788 -2.132 -0.130
C -5.147 -0.878 0.374
C -4.191 0.101 0.554
C -2.875 -0.160 0.195
C -2.518 -1.392 -0.352
C -3.469 -2.363 -0.532
S -1.617 0.929 0.677
O -2.201 2.079 1.300
O -0.650 1.162 -0.438
N -0.581 0.098 1.583
C -0.768 -0.198 2.921
S -2.133 0.288 3.863
C -1.448 -0.515 5.214
C -0.256 -1.056 4.870
N 0.134 -0.869 3.571
H -6.491 -3.072 0.417
H -5.307 -4.071 -0.195
H -6.172 -0.697 0.677
H -4.446 1.054 0.999
H -1.491 -1.647 -0.567
H -3.153 -3.339 -0.878
H -1.961 -0.559 6.160
H 0.382 -1.624 5.530

## Properties
* 2S+1: 2
* HOMO energy (alpha / beta): -4.4012 / -4.4018 eV
* charge: -1
* Kohn-Sham gap (alpha / beta): 5.53 / 6.22 eV
* energy above the lowest of the compared OMol25 structures with the same formula, charge and spin: 21.07 kcal/mol